1.
{
  "formula": "C4H5F",
  "method": "ωB97M-V with the def2-TZVPD basis set",
  "symbols": ["C", "C", "C", "C", "F", "H", "H", "H", "H", "H"],
  "coordinates": [[-0.080, 0.115, 1.112], [0.616, -0.289, -0.947], [0.402, 0.942, -0.123], [-0.569, -0.940, 0.000], [-1.924, -0.722, -0.323], [0.856, -0.218, 1.548], [-0.721, 0.632, 1.884], [0.473, -0.153, -2.003], [1.395, -0.997, -0.711], [-0.449, 1.629, -0.437]],
  "atomic_forces_ev_per_a": [[0.811, 0.830, 0.448], [-0.949, -0.249, -0.344], [-3.472, -2.391, 0.850], [-0.384, 4.250, 0.274], [1.822, -0.348, 0.046], [-0.300, -0.634, 0.548], [0.394, -0.903, -1.055], [-0.096, -0.353, -0.525], [0.751, 0.508, 0.008], [1.422, -0.711, -0.250]],
  "nbo_charge": [-0.52, -0.49, -0.12, 0.41, -0.37, 0.21, 0.23, 0.23, 0.23, 0.19],
  "energy_ha": -255.10067,
  "lumo_ev": [-0.17, -0.16],
  "homo_energy_ev": [-8.85, -8.85],
  "spin_multiplicity": 1,
  "total_charge": 0
}


2.
{
  "formula": "C4H10O4",
  "method": "ωB97M-V with the def2-TZVPD basis set",
  "symbols": ["O", "C", "C", "C", "C", "O", "H", "H", "H", "H", "H", "H", "O", "H", "H", "O", "H", "H"],
  "coordinates": [[-0.236, -0.489, -2.466], [0.555, -0.776, -1.602], [0.786, 0.126, -0.398], [-0.464, 0.103, 0.494], [-0.164, 1.085, 1.582], [0.219, 0.736, 2.673], [1.011, -1.760, -1.514], [1.697, -0.128, 0.140], [0.870, 1.173, -0.718], [-0.628, -0.904, 0.929], [-1.411, 0.291, 0.020], [-0.266, 2.172, 1.423], [0.578, -2.228, 1.755], [0.419, -1.622, 2.487], [0.784, -3.088, 2.099], [-1.582, 1.870, -2.139], [-0.769, 2.365, -2.094], [-1.400, 1.073, -2.670]],
  "atomic_forces_ev_per_a": [[0.574, -0.569, -0.381], [-0.796, 0.776, 1.058], [-0.435, 0.606, -0.956], [0.019, -1.163, 0.939], [-0.330, -0.242, 0.877], [0.119, -0.187, 0.165], [0.292, -0.446, -0.405], [-0.169, -0.247, 0.180], [0.238, -0.201, -0.331], [0.395, 0.818, -0.166], [-0.035, 0.795, -0.861], [-0.073, 0.012, -0.525], [0.079, 0.147, -0.444], [0.141, 0.013, 0.247], [0.130, -0.477, 0.490], [-0.753, -0.223, -0.204], [0.373, 0.077, -0.179], [0.230, 0.512, 0.496]],
  "nbo_charge": [-0.55, 0.47, -0.50, -0.53, 0.45, -0.55, 0.12, 0.23, 0.22, 0.26, 0.25, 0.12, -0.97, 0.49, 0.48, -0.96, 0.46, 0.50],
  "energy_ha": -459.33463,
  "lumo_ev": 0.62,
  "homo_energy_ev": -9.95,
  "spin_multiplicity": 1,
  "total_charge": 0
}


3.
{
  "formula": "H16LiO8",
  "method": "ωB97M-V with the def2-TZVPD basis set",
  "symbols": ["Li", "O", "H", "H", "O", "H", "H", "O", "H", "H", "O", "H", "H", "O", "H", "H", "O", "H", "H", "O", "H", "H", "O", "H", "H"],
  "coordinates": [[9.773, -3.637, -11.169], [11.789, -2.679, -11.442], [11.535, -2.054, -12.129], [11.778, -2.203, -10.600], [12.785, -5.099, -10.293], [12.299, -4.575, -10.934], [13.315, -4.515, -9.757], [10.499, -5.435, -12.022], [11.288, -5.432, -12.561], [9.943, -6.198, -12.309], [10.340, -3.639, -8.966], [9.681, -3.724, -8.267], [11.170, -3.809, -8.524], [8.710, -3.450, -13.182], [8.053, -2.857, -13.539], [9.253, -3.733, -13.928], [8.792, -1.795, -10.777], [8.371, -1.657, -9.920], [8.671, -0.964, -11.263], [8.018, -4.695, -10.450], [8.375, -5.351, -9.880], [7.398, -5.119, -11.053], [6.302, -2.547, -11.794], [5.799, -1.813, -11.318], [7.227, -2.490, -11.498]],
  "atomic_forces_ev_per_a": [[-0.298, -0.274, -0.029], [-0.538, -0.211, 0.043], [0.200, 0.212, 0.043], [0.002, 0.139, -0.214], [-0.289, -0.710, 0.148], [0.291, 0.320, 0.250], [0.358, 0.344, -0.108], [-1.108, -0.431, -0.081], [0.334, -0.363, -0.311], [0.816, 0.907, 0.287], [-0.527, 0.180, -0.135], [-0.028, 0.063, -0.063], [0.435, -0.321, 0.017], [0.787, -0.256, 0.228], [-0.542, 0.263, -0.191], [-0.161, -0.007, 0.024], [0.158, 0.444, -0.092], [0.119, 0.016, 0.101], [0.117, -0.256, 0.175], [0.018, 1.140, -0.684], [0.302, -1.083, 0.703], [-0.108, 0.038, 0.050], [-0.846, 1.376, 0.678], [1.064, -1.544, -0.983], [-0.554, 0.014, 0.144]],
  "nbo_charge": [0.88, -0.97, 0.50, 0.50, -0.95, 0.48, 0.47, -0.98, 0.49, 0.51, -0.97, 0.49, 0.50, -0.97, 0.50, 0.49, -0.97, 0.50, 0.50, -0.97, 0.49, 0.51, -0.97, 0.48, 0.48],
  "energy_ha": -618.92786,
  "lumo_ev": -3.31,
  "homo_energy_ev": -14.34,
  "spin_multiplicity": 1,
  "total_charge": 1
}


What did the third record say?
{
  "formula": "H16LiO8",
  "method": "ωB97M-V with the def2-TZVPD basis set",
  "symbols": ["Li", "O", "H", "H", "O", "H", "H", "O", "H", "H", "O", "H", "H", "O", "H", "H", "O", "H", "H", "O", "H", "H", "O", "H", "H"],
  "coordinates": [[9.773, -3.637, -11.169], [11.789, -2.679, -11.442], [11.535, -2.054, -12.129], [11.778, -2.203, -10.600], [12.785, -5.099, -10.293], [12.299, -4.575, -10.934], [13.315, -4.515, -9.757], [10.499, -5.435, -12.022], [11.288, -5.432, -12.561], [9.943, -6.198, -12.309], [10.340, -3.639, -8.966], [9.681, -3.724, -8.267], [11.170, -3.809, -8.524], [8.710, -3.450, -13.182], [8.053, -2.857, -13.539], [9.253, -3.733, -13.928], [8.792, -1.795, -10.777], [8.371, -1.657, -9.920], [8.671, -0.964, -11.263], [8.018, -4.695, -10.450], [8.375, -5.351, -9.880], [7.398, -5.119, -11.053], [6.302, -2.547, -11.794], [5.799, -1.813, -11.318], [7.227, -2.490, -11.498]],
  "atomic_forces_ev_per_a": [[-0.298, -0.274, -0.029], [-0.538, -0.211, 0.043], [0.200, 0.212, 0.043], [0.002, 0.139, -0.214], [-0.289, -0.710, 0.148], [0.291, 0.320, 0.250], [0.358, 0.344, -0.108], [-1.108, -0.431, -0.081], [0.334, -0.363, -0.311], [0.816, 0.907, 0.287], [-0.527, 0.180, -0.135], [-0.028, 0.063, -0.063], [0.435, -0.321, 0.017], [0.787, -0.256, 0.228], [-0.542, 0.263, -0.191], [-0.161, -0.007, 0.024], [0.158, 0.444, -0.092], [0.119, 0.016, 0.101], [0.117, -0.256, 0.175], [0.018, 1.140, -0.684], [0.302, -1.083, 0.703], [-0.108, 0.038, 0.050], [-0.846, 1.376, 0.678], [1.064, -1.544, -0.983], [-0.554, 0.014, 0.144]],
  "nbo_charge": [0.88, -0.97, 0.50, 0.50, -0.95, 0.48, 0.47, -0.98, 0.49, 0.51, -0.97, 0.49, 0.50, -0.97, 0.50, 0.49, -0.97, 0.50, 0.50, -0.97, 0.49, 0.51, -0.97, 0.48, 0.48],
  "energy_ha": -618.92786,
  "lumo_ev": -3.31,
  "homo_energy_ev": -14.34,
  "spin_multiplicity": 1,
  "total_charge": 1
}